Entry 1:
The following is a DFT calculation (ωB97M-V/def2-TZVPD) of a 2-piece molecular cluster, C31H37N3O5 overall.

Positions of all 76 atoms, in Å:
H -2.7072 -0.7232 -0.5491
C -4.2739 0.5590 0.1914
H 3.6933 -3.8085 -2.5903
H 1.5025 5.6347 1.3064
H -7.9433 1.2955 1.1729
H -2.1784 2.1623 0.2555
H -0.9939 5.1332 -0.5746
N 5.7701 0.0615 -1.3407
H 1.4695 -2.7803 -1.8408
H 2.7926 5.6202 0.0987
C 1.8013 1.8183 -0.6885
H -5.7149 -6.6238 1.1558
C -5.7903 -5.5578 1.3726
H 1.9592 -0.1833 0.1035
O -3.6612 -5.1567 0.2903
H -1.8195 3.6255 -0.9332
H 2.4037 1.0693 1.2316
C 6.2085 0.4728 -0.0933
H -5.0013 -3.6855 0.5998
O 0.6559 -4.5549 -1.3355
H 8.5828 1.1781 2.1865
C 2.4395 3.1871 -0.5052
C 4.3976 0.1200 -1.3750
H 1.2386 -3.9382 -3.1602
H -5.4124 -4.8645 -0.6562
C -0.3245 3.4542 1.5461
H 0.4489 3.0176 2.1774
C -5.9679 2.0820 1.0190
C 1.5746 -3.8381 -2.1190
C -1.5831 -4.6464 -0.6536
H 3.3217 -4.1805 -0.9040
N 0.3512 1.9697 -0.3482
H 4.3328 1.4431 2.5774
H 3.7874 -0.1127 -2.2312
H 1.8746 1.5426 -1.7486
C 0.1107 3.3943 0.0841
O -0.7928 -2.9373 -2.0287
H 1.1539 6.0800 -0.3736
C 3.9233 0.5477 -0.1619
C 6.4664 1.3472 2.5161
C -6.9225 1.0887 0.9021
O 3.5944 3.4901 -0.7142
C 2.9943 -4.3292 -1.9338
C 2.4889 0.7683 0.1840
H -1.2679 -5.5277 -0.1348
H -0.4186 4.0965 -1.8809
C -0.5952 0.9908 -0.4560
C -0.8432 4.0993 -0.8774
H -1.2469 2.9114 1.7356
C -2.9509 -4.2969 -0.5113
C 5.2073 1.2160 1.9961
H -0.2980 0.0303 -0.8349
H -6.8461 -5.2827 1.3775
C 7.4933 0.6223 0.4532
C -5.0043 -4.7569 0.3581
H 3.0578 -5.3973 -2.1453
H -6.2417 3.0602 1.3802
C -4.6641 1.8280 0.6727
C -5.2653 -0.4324 0.0836
C -1.9139 1.1921 -0.1092
H 6.3865 -0.1427 -2.1285
C 1.7371 5.4206 0.2656
C 5.0630 0.7722 0.6710
C -2.9313 0.2651 -0.1858
H 8.3622 0.4087 -0.1459
H -7.3123 -0.9341 0.3460
H -3.9411 2.6175 0.7733
H -0.4778 4.4857 1.8569
H -5.3932 -5.4010 2.3761
H 6.5876 1.6795 3.5340
H -4.9816 -1.4030 -0.2861
C -6.5656 -0.1651 0.4359
O -3.4622 -3.3150 -1.0397
N 1.4534 4.0290 -0.0431
C 7.6056 1.0545 1.7478
C -0.5836 -3.9670 -1.3963

Output
- HOMO energy (eV) = -5.631
- gap between HOMO and LUMO (eV) = 3.295

These are the Mulliken partial charges, in e, on atoms 1 to 2: atom 1 (H): 0.6333, atom 2 (C): 0.5629


Entry 2:
The following is a DFT calculation (ωB97M-V/def2-TZVPD) of C31H38AsF6N2P2RuSi2 as an isolated structure.

Positions of all 83 atoms, in Å:
H 1.4641 0.3703 3.3569
As -0.1919 -5.5720 0.2309
H 5.6961 2.4535 2.4524
C -2.4180 1.9499 1.7498
H -3.4121 3.8268 0.0649
C 3.9176 1.9349 1.3731
H -2.3332 -2.9947 -1.7185
Ru -0.1707 -0.7115 -0.3515
H -5.3852 0.3894 -0.0181
H -2.5765 2.1999 -4.5499
C -3.7997 2.0433 1.9589
C -3.8192 4.1039 -2.0244
C 1.2112 -3.0216 1.3100
H -4.4619 4.9602 -1.8628
C -2.4217 2.3530 -1.1624
H -2.8735 -2.8432 1.2656
C 2.1772 1.6038 -1.6340
H -3.7770 2.9630 5.2130
H 0.9988 -1.2333 3.9480
H 4.1251 3.7674 -3.3676
H 0.9372 3.5837 1.6204
H -1.3362 2.8138 4.8453
C 2.5686 2.2482 1.1622
C 3.4764 2.9239 -3.1702
Si 2.0241 -1.4056 1.7238
H 0.1325 -2.9132 1.1903
C 2.2892 0.9744 -3.9603
H -4.7978 0.4975 -1.6963
F -0.9410 -7.0050 -0.1763
H 4.2176 -0.7439 2.6187
C 1.9690 3.3200 1.8262
F 0.5729 -5.1658 -1.2027
C -2.0223 2.5971 4.0350
C 1.8201 0.7406 -2.6829
H -1.5355 1.0427 -2.6388
C -0.0580 1.3079 0.2068
C 3.0059 2.7004 -1.8844
C -5.0081 -0.1862 -0.8679
P -1.7909 1.4042 0.1887
C 4.6510 2.6818 2.2801
H 1.6529 -3.4471 0.4084
C -3.7499 -2.2139 1.0809
H 1.2190 -0.1334 -2.5121
P 1.6521 1.2586 0.0263
N 1.7786 -0.3877 0.2297
H -5.3499 2.4763 3.3694
C 1.0346 -0.5936 3.0593
C -3.5830 3.6443 -3.3134
F 1.2972 -6.0871 0.8109
H -3.9740 -2.7450 -2.3441
C -1.5294 2.2261 2.7921
C 3.1202 2.0640 -4.1994
H 3.4998 2.2356 -5.1996
H -4.0436 4.1486 -4.1547
C -3.3939 2.6819 4.2393
H 4.3873 1.1231 0.8253
H 3.2833 3.3697 -1.0804
H 3.9739 -2.4945 2.6642
C 4.0461 3.7341 2.9615
H 0.0057 -0.4278 2.7318
Si -3.5594 -1.2512 -0.4691
H 4.3809 -1.7114 1.1322
H -2.6972 -1.5787 -2.7344
F -1.3846 -4.4565 -0.1930
H 1.3866 -3.6903 2.1560
C -2.7554 2.5472 -3.5394
F -0.6802 -5.3774 1.8266
C 3.8161 -1.5931 2.0603
N -2.0779 -0.2072 -0.1363
C -3.2362 3.4651 -0.9405
H -0.4618 2.1451 2.6361
H 2.0285 0.3029 -4.7681
C -3.0866 -2.2358 -1.9485
C 2.7160 4.0626 2.7284
H -4.4939 1.8463 1.1515
H -5.8192 -0.8543 -1.1841
F 0.0057 -2.3047 -1.3017
H -4.6231 -2.8734 1.0014
H 4.6221 4.3088 3.6764
H -3.9017 -1.5497 1.9382
H 2.2646 4.9006 3.2464
C -4.2807 2.4062 3.2039
C -2.1716 1.8981 -2.4680

Output
- expectation value of S² = 8.77
- HOMO energy (spin up / spin down) (eV) = -14.828 / -14.992
- net charge = +2
- multiplicity = 6
- gap between HOMO and LUMO (spin up / spin down) (eV) = 8.713 / 5.972

These are the Mulliken partial charges, in e, on atoms 1 to 2: atom 1 (H): 0.2262, atom 2 (As): 1.7032


Entry 3:
The following is a DFT calculation (ωB97M-V/def2-TZVPD) of C31H38CeN4O7S as an isolated structure.

Positions of all 82 atoms, in Å:
C 1.5456 2.6515 -3.9045
H 2.3870 -0.4625 -3.0492
C -4.9476 -0.3662 0.1028
H 1.2291 -0.4003 -4.1046
C -5.8187 -0.3521 1.1808
H -1.8508 -0.0104 1.2869
H 0.3500 -2.8031 3.0108
C 4.3137 1.4172 -0.0288
N 0.1031 0.0908 2.3237
C 1.9460 -2.0201 1.7337
C 1.0618 2.9661 1.0311
H 1.5766 3.5734 1.8598
H 0.7944 -4.0340 0.8610
H 0.6198 2.5955 -4.4445
C -0.8597 -4.8079 -0.8619
C -1.4967 -3.1642 -2.8538
O 0.6879 2.1635 -1.7161
O 0.1581 -1.6581 -2.1669
O 1.3047 4.2469 -2.1632
C 6.6337 1.3811 -0.6650
H 2.5862 -2.8824 1.6724
H 3.3660 1.4615 -3.6016
Ce 0.7067 0.1072 -0.9699
C -4.0370 0.6235 -0.1526
H 5.6987 3.0089 0.4182
H -0.8106 1.9577 0.8357
H 1.4915 -0.1075 3.8543
H -7.7399 1.1379 3.0099
H -4.7672 2.7558 2.2690
H -2.1369 -6.2545 -1.8143
C 0.6338 -0.7092 3.4898
H 5.1017 -1.5628 -1.6016
C -6.6648 0.8215 3.2825
C -0.3032 -3.5216 -0.8385
H 2.5388 -1.1355 1.7826
C 0.5851 -3.1974 0.2532
C -0.1602 1.4818 2.7334
C -5.8219 0.7579 2.0217
H 2.5781 1.2089 -5.0801
H -1.8536 -0.4631 3.0196
H -1.0211 -1.5234 1.7691
H -3.2853 2.5065 0.4459
H -0.7614 3.3168 1.8979
C 5.2339 -0.4996 -1.1899
O -3.0744 1.7635 -2.2316
O 2.9189 -0.3767 -0.7996
H 0.8480 3.6341 0.1383
C -0.5148 -2.7299 -1.9397
H -6.7820 -0.2438 3.6099
N 1.0541 -2.0654 0.5701
C 1.1212 -2.0687 3.0033
O -3.3078 -0.6714 -2.3485
H 3.5742 2.9705 1.2655
C -3.9874 1.7603 0.6408
H -5.0842 -1.2122 -0.6122
H 1.7568 -2.4300 3.8000
H -1.8924 -2.3809 -3.4935
C -4.8971 1.8221 1.7008
C 5.5855 2.0221 -0.0212
H -1.1120 1.4569 3.2584
H -0.4138 -5.4761 -0.0186
C 6.4536 0.1546 -1.2488
H 7.3984 -0.3596 -1.6408
C -1.7708 -5.2493 -1.8255
C -2.0658 -4.3995 -2.9063
O -1.5620 0.3772 -0.9088
C 4.1196 0.1230 -0.6209
H -0.1309 -0.8132 4.2840
H -6.4596 -1.2424 1.4298
H -2.8071 -4.5427 -3.6994
C 1.2570 3.0856 -2.4961
N 1.9457 1.9214 0.5051
C 3.1891 2.1513 0.6262
C -0.2154 2.4853 1.5886
S -2.9894 0.5044 -1.5363
H 7.6117 1.8915 -0.7004
H -6.3516 1.5369 4.0165
H 2.1696 3.4754 -4.3282
C 2.4082 1.3845 -4.0361
N 1.7113 0.1791 -3.4274
C -1.2430 -0.5227 2.0406
H 0.6432 1.7891 3.4229

Output
- energy relative to the best compared isomer or geometry (same formula, charge and spin) (kcal per mole) = 46.2
- HOMO energy (eV) = -8.081
- gap between HOMO and LUMO (eV) = 6.756

These are the Mulliken partial charges, in e, on atoms 1 to 2: atom 1 (C): -0.7211, atom 2 (H): 0.2010


| no. | total energy (a.u.) |
| --- | --- |
| 1 | -1743.88458 |
| 2 | -5504.69380 |
| 3 | -2823.19523 |